The following is a quantum chemistry calculation of a structure of composition C19H46F3IN3O10P at a distorted geometry, from OMol25.

The geometry in XYZ format:
```
83
Properties=species:S:1:pos:R:3:forces:R:3
O -1.015240 -1.926885 5.591819 3.06 0.94 -5.43
P -0.472408 -1.702204 4.121527 -3.00 1.43 2.49
O -0.146000 0.006830 3.764792 1.63 -4.23 0.05
O -1.729378 -2.184657 2.967390 3.11 0.95 3.38
I -3.248975 -2.796041 4.210647 -0.61 -0.22 -1.08
O 0.965132 -2.599235 3.721386 0.44 1.53 3.53
C 1.903372 -2.692958 4.850220 1.49 -1.24 -0.23
F 1.640294 -3.981650 5.591061 1.04 5.06 -2.35
F 3.276037 -2.829398 4.233884 -4.96 0.56 2.52
F 1.941496 -1.505813 5.736250 -0.22 -4.44 -3.07
H 0.852114 0.109553 3.574195 -2.11 -0.25 0.39
C -2.640984 6.307353 3.049305 -0.43 -0.11 0.08
O -3.522260 5.782513 2.065392 0.58 0.18 -0.07
C -2.879413 5.553483 0.804906 -0.51 -0.46 -0.22
C -2.796876 4.048639 0.509844 0.37 0.42 0.58
N -1.838731 3.384935 1.400862 -0.27 0.09 -0.07
C -1.905160 1.921128 1.349727 -0.01 0.06 0.34
C -3.212423 1.256404 1.823692 0.38 -0.30 0.02
O -3.461812 1.403284 3.223139 -0.18 0.19 -0.46
C -4.119070 2.611979 3.579979 0.12 -0.35 0.32
H -3.236811 6.583839 3.925746 0.03 -0.07 -0.22
H -1.912326 5.554123 3.358552 0.20 0.10 0.02
H -2.127802 7.200339 2.683255 0.08 -0.03 0.01
H -1.894234 6.031541 0.748308 -0.05 -0.15 0.19
H -3.514186 6.021770 0.043230 0.07 -0.05 0.03
H -2.484027 3.901076 -0.528905 0.02 -0.01 0.07
H -3.800245 3.631797 0.630979 -0.20 0.07 -0.18
H -2.020854 3.678580 2.360145 0.05 -0.08 -0.35
H -1.090023 1.551269 1.983590 -0.21 -0.05 -0.09
H -1.681009 1.590603 0.327326 -0.15 0.07 0.05
H -3.104071 0.178131 1.655541 0.01 0.09 0.07
H -4.083190 1.562338 1.234298 0.04 0.15 0.07
H -4.798276 2.966515 2.800175 0.12 0.03 -0.05
H -3.382790 3.378153 3.824870 -0.11 0.26 -0.07
H -4.703602 2.425206 4.485584 0.06 -0.08 -0.11
C -2.725817 -2.245347 -5.226686 0.32 0.03 0.31
O -1.906280 -1.093671 -5.077722 -0.44 -0.09 -0.40
C -2.272542 -0.028973 -5.964743 0.35 0.49 0.39
C -2.849746 1.154185 -5.173917 -0.28 -0.69 -0.11
N -4.168513 0.828948 -4.619360 0.27 0.04 0.09
C -4.654115 1.809930 -3.643848 0.01 -0.35 0.12
C -3.849013 1.966574 -2.338968 -0.60 0.10 0.08
O -3.898574 0.820003 -1.487416 0.38 0.38 -0.33
C -2.934493 -0.179659 -1.789896 -0.27 -0.10 0.35
H -2.293401 -3.050046 -4.622471 0.00 0.22 -0.10
H -3.736810 -2.051853 -4.860097 -0.15 -0.09 -0.15
H -2.759104 -2.573795 -6.268698 -0.09 0.00 0.00
H -2.958557 -0.362283 -6.752529 -0.06 -0.04 0.24
H -1.347749 0.299278 -6.454016 -0.11 0.00 0.03
H -2.941884 2.020759 -5.836644 -0.03 -0.03 0.04
H -2.139315 1.400244 -4.380240 0.26 0.08 -0.08
H -4.119061 -0.079727 -4.159487 0.00 0.31 -0.19
H -5.672779 1.503510 -3.376535 0.14 0.12 0.07
H -4.740377 2.787483 -4.135523 0.12 -0.09 0.06
H -4.316777 2.777726 -1.768076 0.00 -0.13 -0.04
H -2.815355 2.283888 -2.512391 0.08 -0.20 -0.07
H -2.008987 0.238463 -2.194523 -0.08 0.01 -0.10
H -3.359013 -0.910192 -2.479248 0.21 -0.09 -0.15
H -2.695310 -0.710901 -0.864015 -0.05 0.12 -0.02
C 8.602429 -2.529572 -0.954303 -0.24 -0.11 -0.37
O 7.764590 -3.672730 -1.061093 0.34 0.18 0.46
C 7.684002 -4.422034 0.158162 -0.61 -0.34 -0.20
C 6.272734 -4.324756 0.755900 0.53 0.54 -0.07
N 6.007796 -2.978207 1.274622 -0.05 -0.14 -0.25
C 4.601062 -2.746440 1.616884 0.15 0.13 -0.25
C 3.577087 -2.793464 0.465928 -0.14 0.37 0.40
O 3.715598 -1.727349 -0.475578 0.05 -0.59 0.07
C 4.664549 -1.971290 -1.505263 -0.22 0.40 -0.02
H 8.720941 -2.100970 -1.955230 -0.07 -0.16 0.15
H 8.145077 -1.772189 -0.313108 0.16 0.09 0.14
H 9.590865 -2.799061 -0.573327 0.00 0.06 0.07
H 8.451391 -4.121784 0.881546 -0.15 0.17 -0.10
H 7.876641 -5.468350 -0.107341 -0.03 0.08 0.06
H 6.174921 -5.049774 1.570412 -0.01 0.05 -0.02
H 5.560976 -4.590282 -0.030278 0.01 -0.26 -0.11
H 6.281334 -2.292887 0.570966 -0.06 -0.27 0.24
H 4.552447 -1.749036 2.070589 -0.11 -0.13 -0.06
H 4.302681 -3.459480 2.396205 0.11 0.03 -0.32
H 2.584304 -2.663890 0.913453 0.08 0.04 -0.04
H 3.549874 -3.764391 -0.039813 0.18 0.04 -0.10
H 4.734332 -3.029748 -1.769667 0.06 0.02 0.11
H 5.640722 -1.584026 -1.211640 0.20 -0.17 -0.12
H 4.350948 -1.415375 -2.393687 -0.07 -0.06 0.13
```
Forces are in eV/Å.

Properties
Charge: 0
2S+1: 1
HOMO-LUMO gap in eV: 6.89
E_tot in a.u.: -2606.63902

Atomic partial charges in e from the Mulliken method, atoms 1 to 4: atom 1 (O): -0.591, atom 2 (P): 1.254, atom 3 (O): -0.496, atom 4 (O): -0.610